110
Properties=species:S:1:pos:R:3:forces:R:3 method="wB97M-V/def2-TZVPD" total_energy_ha=-8047.50841 gap_ev=5.2 total_charge=+1 homo_energy_ev=-10.411
O 5.481998 -7.141324 3.144858 0.531 0.920 0.325
S 5.310866 -6.899364 1.767627 -0.962 -1.992 0.557
O 5.126851 -7.999108 0.904202 0.110 0.224 -0.611
F 6.408369 -6.016949 1.179421 0.093 0.515 0.019
C 3.788229 -5.946392 1.607581 -0.095 0.178 -0.559
C 2.683990 -6.646857 1.150702 -0.046 -0.152 -0.042
C 1.496359 -5.960030 1.007049 0.362 -0.271 0.119
Br -0.023344 -6.809427 0.386818 -0.002 -0.024 0.218
C 1.471694 -4.607616 1.361331 -0.959 -0.396 -0.089
N 2.520627 -3.977973 1.820273 0.063 0.048 -0.056
N 3.627950 -4.660567 1.908058 0.862 0.402 0.398
Br 5.051571 -3.623381 2.532807 -0.059 -0.043 0.068
H 2.771931 -7.696465 0.922850 0.073 -0.100 -0.124
H 0.551754 -4.047383 1.281782 0.167 0.453 0.063
C 0.372567 0.325005 1.457263 0.221 -0.485 -0.068
C 1.056675 -0.933638 0.997553 0.036 0.260 0.173
O 0.554123 -2.052038 1.141758 -0.135 0.026 -0.120
N 2.266318 -0.815821 0.408421 -0.276 -0.001 0.150
C 3.046654 0.384563 0.135058 0.260 -0.683 -0.220
H -0.581492 0.066254 1.904688 -0.003 -0.019 -0.061
H 0.983441 0.840671 2.199961 0.038 0.127 -0.120
H 0.189415 0.987017 0.612848 0.027 0.001 0.183
H 2.646504 -1.707054 0.135762 0.111 0.056 -0.120
H 3.222642 0.455458 -0.935475 -0.039 0.156 -0.004
H 4.004232 0.305816 0.650995 -0.054 0.212 0.110
H 2.534006 1.274261 0.472635 -0.092 -0.027 0.111
C 3.274184 2.078078 -4.478970 0.027 -0.004 0.153
C 2.095026 1.953436 -3.547076 -0.247 0.018 -0.050
O 2.217044 1.973888 -2.321372 0.206 0.148 0.078
N 0.872320 1.816635 -4.091679 0.185 -0.037 -0.103
C 0.461082 1.769150 -5.492544 -0.056 0.052 0.368
H 4.178599 2.180959 -3.887006 -0.025 0.000 0.056
H 3.363556 1.189433 -5.103861 -0.031 0.069 -0.102
H 3.169054 2.958434 -5.112730 -0.015 -0.069 -0.099
H 0.146412 1.741289 -3.395601 -0.083 0.083 0.000
H -0.241339 2.581458 -5.672140 -0.028 -0.067 -0.196
H -0.048710 0.829098 -5.681880 -0.032 0.064 -0.253
H 1.301082 1.867109 -6.172264 0.128 0.025 0.133
C -4.441852 -0.332403 -5.526788 0.035 0.082 -0.042
C -3.002528 0.073016 -5.336373 0.281 0.072 0.016
O -2.316731 0.542972 -6.234837 -0.261 -0.065 -0.240
N -2.446243 -0.098629 -4.111689 -0.200 -0.219 0.032
C -3.025405 -0.602703 -2.876459 0.579 0.021 -0.166
H -4.725848 -0.132385 -6.555063 0.070 0.028 -0.023
H -4.569070 -1.397007 -5.328338 -0.062 0.021 0.100
H -5.090590 0.241409 -4.864515 -0.024 -0.100 0.067
H -1.478202 0.173398 -4.086304 0.012 -0.009 0.033
H -2.936967 0.163096 -2.114161 -0.227 -0.083 0.139
H -2.473222 -1.492146 -2.557789 -0.126 -0.078 0.025
H -4.071734 -0.855516 -2.996489 -0.058 0.092 -0.045
C -4.322153 2.694806 0.884525 -0.022 0.159 -0.006
C -4.256158 1.343129 0.227826 0.025 0.040 -0.101
O -4.463907 1.190187 -0.971609 -0.119 0.066 0.119
N -3.938810 0.289062 1.013776 0.041 0.120 0.067
C -3.652303 0.292754 2.441957 0.007 -0.461 -0.588
H -4.576015 3.437539 0.133748 -0.013 -0.073 -0.075
H -5.082480 2.714176 1.666343 0.079 -0.015 0.072
H -3.348030 2.939838 1.308856 -0.032 0.009 0.090
H -3.905293 -0.587396 0.519053 -0.016 -0.033 0.016
H -2.644086 -0.095127 2.604371 -0.033 0.065 0.157
H -4.363825 -0.354385 2.952553 0.023 0.116 0.183
H -3.720535 1.284129 2.858565 -0.035 0.048 -0.009
C 4.647515 4.345969 3.256309 -0.020 -0.064 0.018
C 4.221631 3.343316 2.210888 -0.101 -0.124 0.075
O 3.744933 2.257434 2.511221 0.060 0.132 0.046
N 4.384372 3.690777 0.906838 0.046 0.120 0.119
C 4.926916 4.925003 0.366105 0.008 -0.340 -0.159
H 4.454957 3.926462 4.238402 -0.033 -0.071 -0.028
H 5.712942 4.561321 3.170555 -0.022 0.116 -0.013
H 4.080181 5.271571 3.154231 0.097 0.064 -0.013
H 4.080485 2.983845 0.254656 0.019 0.011 -0.054
H 4.177639 5.409712 -0.261813 0.275 0.197 0.074
H 5.800212 4.702706 -0.248301 0.056 0.132 0.019
H 5.217481 5.605700 1.158169 -0.007 -0.016 0.037
C -0.603283 5.134626 1.270303 -0.056 -0.074 0.045
C -0.291386 3.809691 0.616478 0.223 0.176 -0.171
O -0.913315 2.792076 0.885337 -0.243 0.204 -0.019
N 0.717727 3.781934 -0.294495 -0.313 0.099 0.383
C 1.561768 4.875253 -0.737952 0.001 -0.467 -0.136
H -1.424835 4.994290 1.965774 -0.014 -0.065 -0.006
H 0.262170 5.503782 1.821555 0.004 0.095 -0.055
H -0.900282 5.870825 0.522824 0.081 0.064 0.030
H 0.875901 2.871092 -0.696479 0.207 -0.028 -0.287
H 1.451438 5.009463 -1.815057 0.036 0.118 0.001
H 2.606621 4.639553 -0.523923 -0.382 0.071 -0.092
H 1.298776 5.800942 -0.238119 -0.037 0.019 0.042
C -2.214535 1.460673 6.369023 -0.011 -0.028 -0.059
C -3.681028 1.701133 6.098040 -0.118 0.018 -0.022
O -4.209566 1.358708 5.050205 0.060 0.036 0.194
N -4.403980 2.317270 7.065544 0.203 -0.044 0.000
C -3.955318 2.792036 8.362351 -0.386 0.021 -0.162
H -1.779145 0.964213 5.507308 -0.066 0.002 -0.049
H -1.693821 2.405367 6.528091 0.037 -0.034 0.101
H -2.085690 0.821996 7.243377 0.062 0.080 0.052
H -5.373005 2.446447 6.820736 -0.020 0.010 0.018
H -4.519991 2.292207 9.150495 0.106 0.023 0.091
H -4.130460 3.865936 8.439678 0.102 0.010 0.097
H -2.899010 2.596081 8.507343 0.016 -0.019 -0.033
C -1.525048 -7.829901 -5.124479 0.030 -0.044 0.021
C -0.960167 -7.842466 -3.726223 0.051 -0.100 0.029
O -0.345086 -8.793797 -3.275615 0.023 -0.005 0.016
N -1.155809 -6.736979 -2.952974 -0.108 0.009 -0.245
C -1.849878 -5.504235 -3.282191 0.209 -0.132 0.404
H -1.285544 -8.773461 -5.603476 0.038 -0.034 0.060
H -2.609144 -7.715544 -5.099125 0.006 0.093 -0.059
H -1.086793 -7.019775 -5.708280 -0.102 0.046 -0.017
H -0.745774 -6.836373 -2.039165 -0.048 0.131 -0.155
H -1.163848 -4.659748 -3.193200 -0.082 0.084 -0.106
H -2.678462 -5.351086 -2.588635 -0.079 0.084 -0.107
H -2.239715 -5.534525 -4.293167 0.010 -0.043 -0.028


9
Properties=species:S:1:pos:R:3:forces:R:3 method="wB97M-V/def2-TZVPD" total_energy_ha=-267.05747 gap_ev=10.1 de_lowest_kcal_mol=84.9 total_charge=0 homo_energy_ev=-9.908
O 2.407155 -0.886633 -0.892400 -2.041 0.944 1.166
C 1.421549 -0.489604 -0.403260 -1.231 -0.472 -0.605
C -0.032276 0.847410 0.177928 1.684 -0.284 -0.003
C -0.768255 -0.408172 0.284120 -0.676 0.781 0.058
O -0.132401 -1.277015 -0.554399 1.702 0.470 0.042
H -0.048453 1.274737 -0.823591 -0.056 0.008 0.154
H -0.190719 1.593161 0.977334 0.891 -0.263 -0.228
H -1.696880 0.112692 -0.074962 -0.487 -1.269 -0.299
H -0.959721 -0.766578 1.309230 0.214 0.084 -0.286


14
Properties=species:S:1:pos:R:3:forces:R:3 method="wB97M-V/def2-TZVPD" total_energy_ha=-266.54349 gap_ev=8.4 de_lowest_kcal_mol=112.0 total_charge=0 homo_energy_ev=-7.296
C 0.723409 -1.487990 -0.472382 -0.789 2.132 1.082
C -0.893898 -0.616832 1.107124 -0.108 0.196 -0.219
C 0.560574 -1.002844 0.902236 0.232 0.028 -0.067
C 0.019674 0.279511 0.389298 0.516 -2.680 -1.208
N -0.391333 2.040380 -1.207564 -0.016 0.152 0.092
N 0.246371 1.530789 -0.031942 0.310 0.615 -0.276
H 1.683186 -1.441004 -0.952722 0.209 0.091 -0.102
H -0.096667 -1.942079 -0.987880 -0.296 -0.231 -0.073
H -1.675026 -1.163554 0.590753 -0.051 -0.148 -0.062
H -1.176099 -0.312701 2.109785 0.166 0.080 0.110
H 1.254811 -1.181436 1.710705 -0.042 0.081 0.241
H -0.063758 1.547597 -2.042234 -0.104 -0.271 0.332
H -1.390407 1.878508 -1.117424 0.206 0.038 0.035
H 1.199163 1.871653 0.002247 -0.232 -0.084 0.116